15
Properties=species:S:1:pos:R:3:forces:R:3 method="wB97M-V/def2-TZVPD" lumo_energy_ev="-0.426 / -0.425" molar_mass_g_mol=358.065 charge=0 gap_ev="6.9 / 6.9"
C 3.212 1.988 -1.066 0.066 1.865 0.371
C -2.102 1.460 -0.488 0.729 -2.985 2.599
O -0.752 -0.640 1.010 -0.300 -1.351 -0.138
Si -1.491 -2.205 0.937 1.179 1.183 -0.297
Si -0.778 0.971 0.940 -0.688 -0.979 -3.852
I 1.374 2.165 0.088 -0.064 0.079 -0.081
I -4.024 0.456 -0.027 0.784 0.785 -0.190
H 3.688 1.188 -0.600 0.776 -1.604 0.730
H 3.270 1.924 -2.137 -1.023 -0.379 -0.627
H -2.124 2.481 -0.495 -0.865 2.722 -0.116
H -1.846 1.090 -1.452 0.405 -0.398 -0.607
H -0.244 -3.164 1.111 -1.496 0.832 0.439
H -2.640 -1.887 1.908 0.821 -1.068 -0.480
H -1.982 -2.647 -0.446 0.086 0.581 0.856
H -0.836 1.607 2.186 -0.408 0.716 1.392